Record 1
The following is a quantum chemistry calculation of C40H32Cl2MnN7O3P as an isolated structure, from OMol25.

LUMO level (spin up / spin down)   -0.013 / -0.019 Ha
HOMO-LUMO gap (spin up / spin down)   4.78 / 6.69 eV
Spin multiplicity   6
E_HOMO (spin up / spin down)   -5.13 / -7.20 eV

Cartesian coordinates (Å):
Mn  -0.02  -0.09  -0.06
Cl  -5.91  0.10  -3.40
C  -4.21  0.09  -3.05
C  -3.82  -0.09  -1.73
C  -2.47  -0.09  -1.42
N  -1.90  -0.23  -0.15
C  -2.56  -0.55  1.03
O  -3.77  -0.79  1.10
C  -1.66  -0.51  2.17
C  -2.10  -0.69  3.48
C  -1.25  -0.51  4.55
C  0.09  -0.09  4.27
C  0.48  0.07  2.98
N  -0.32  -0.19  1.91
C  -1.52  0.09  -2.44
C  -1.92  0.27  -3.75
C  -3.28  0.27  -4.05
Cl  -3.75  0.52  -5.71
N  -0.19  0.06  -1.97
C  0.91  0.20  -2.73
O  1.02  0.35  -3.93
C  2.17  0.11  -1.87
C  3.42  0.17  -2.47
C  4.54  0.05  -1.67
C  4.38  -0.13  -0.30
C  3.10  -0.18  0.22
N  2.02  -0.05  -0.55
H  -4.55  -0.25  -0.96
H  -3.15  -0.95  3.62
H  -1.60  -0.64  5.56
H  0.79  0.13  5.07
H  1.48  0.43  2.76
H  -1.18  0.40  -4.54
H  3.46  0.31  -3.54
H  5.53  0.09  -2.10
H  5.23  -0.24  0.36
H  2.93  -0.32  1.28
C  1.68  4.02  -3.95
C  2.49  4.10  -2.82
C  1.99  3.77  -1.57
C  0.67  3.34  -1.43
C  -0.13  3.27  -2.57
C  0.37  3.60  -3.81
P  -0.02  2.70  0.13
C  -1.63  3.54  0.24
C  -2.68  2.88  0.88
C  -3.92  3.49  0.99
C  -4.12  4.75  0.46
C  -3.08  5.42  -0.17
C  -1.84  4.82  -0.28
C  0.96  3.49  1.45
C  2.26  3.03  1.68
C  3.04  3.55  2.71
C  2.51  4.52  3.55
C  1.21  4.96  3.35
C  0.44  4.45  2.31
H  2.08  4.28  -4.92
H  3.52  4.43  -2.92
H  2.64  3.85  -0.71
H  -1.16  2.92  -2.49
H  -0.27  3.52  -4.68
H  -2.53  1.90  1.30
H  -4.73  2.96  1.48
H  -5.10  5.22  0.54
H  -3.23  6.41  -0.58
H  -1.03  5.33  -0.78
H  2.68  2.26  1.04
H  4.05  3.19  2.85
H  3.10  4.92  4.36
H  0.79  5.71  4.01
H  -0.57  4.81  2.17
C  1.39  -5.71  1.17
N  0.66  -4.62  0.57
C  -0.09  -4.74  -0.67
C  -0.46  -3.28  -0.95
O  -1.13  -2.91  -1.88
N  0.13  -2.49  0.02
C  0.75  -3.31  0.86
N  1.39  -2.85  1.96
H  0.79  -6.61  1.12
H  1.57  -5.51  2.23
H  2.34  -5.88  0.67
H  -0.99  -5.35  -0.55
H  0.51  -5.14  -1.48
H  1.08  -1.94  2.27
H  1.63  -3.50  2.68

***

Record 2
The following is a quantum chemistry calculation of C40H33N8O10RhS as an isolated structure at a distorted geometry, from OMol25.

LUMO level (spin up / spin down)   -0.020 / -0.061 Ha
HOMO-LUMO gap (spin up / spin down)   6.45 / 5.47 eV
Spin multiplicity   5
E_HOMO (spin up / spin down)   -6.98 / -7.12 eV

Cartesian coordinates (Å):
Rh  0.33  1.08  -0.24
C  -0.92  -0.03  6.55
C  -0.86  0.49  5.15
C  -2.01  0.94  4.51
C  -1.97  1.37  3.21
C  -0.78  1.41  2.47
N  -0.80  1.80  1.16
C  -1.70  2.80  0.83
C  -1.92  3.89  1.69
C  -2.88  4.85  1.43
C  -3.67  4.78  0.28
C  -4.73  5.80  0.00
C  -3.45  3.73  -0.60
C  -2.50  2.75  -0.35
N  -2.38  1.67  -1.21
C  -3.41  0.98  -1.80
C  -2.94  -0.10  -2.43
C  -1.45  -0.08  -2.27
N  -1.19  1.09  -1.47
C  0.39  0.97  3.13
C  0.33  0.52  4.44
N  1.64  0.98  2.48
C  2.84  1.02  3.08
C  3.80  0.85  2.12
C  3.09  0.71  0.93
N  1.78  0.81  1.16
H  -1.69  0.48  7.12
H  0.03  0.09  7.06
H  -1.16  -1.10  6.55
H  -2.96  0.92  5.05
H  -2.89  1.66  2.72
H  -1.33  3.97  2.58
H  -3.03  5.66  2.12
H  -5.14  6.19  0.92
H  -5.53  5.36  -0.59
H  -4.32  6.63  -0.56
H  -4.03  3.67  -1.51
H  -4.42  1.32  -1.68
H  -3.47  -0.85  -2.99
H  -0.95  0.00  -3.25
H  1.23  0.14  4.91
H  2.94  1.21  4.13
H  4.86  0.83  2.24
H  3.48  0.51  -0.05
C  -2.46  -2.30  3.12
S  -1.41  -1.51  1.82
O  -0.02  -1.78  2.20
C  -1.91  -2.74  0.59
C  -3.05  -2.48  -0.15
C  -3.47  -3.40  -1.10
C  -2.74  -4.56  -1.31
C  -1.61  -4.82  -0.56
C  -1.18  -3.90  0.39
H  -2.17  -3.34  3.24
H  -3.49  -2.22  2.81
H  -2.31  -1.77  4.06
H  -3.60  -1.57  0.03
H  -4.35  -3.20  -1.69
H  -3.07  -5.26  -2.06
H  -1.04  -5.72  -0.72
H  -0.29  -4.07  0.98
O  6.53  -0.03  -5.27
N  6.24  0.90  -4.53
O  6.96  1.86  -4.33
C  4.98  0.84  -3.87
C  4.58  1.88  -3.04
C  3.35  1.82  -2.38
C  2.47  0.69  -2.53
O  1.48  0.44  -1.83
C  2.89  -0.29  -3.53
C  4.13  -0.24  -4.12
N  1.96  -1.24  -3.85
O  0.74  -0.95  -3.89
O  2.32  -2.54  -3.96
N  2.99  2.89  -1.54
O  3.82  3.76  -1.32
O  1.85  2.94  -1.06
H  5.23  2.73  -2.88
H  4.44  -1.01  -4.81
O  -1.04  -2.80  -3.13
C  -0.35  -2.24  -2.31
O  -0.81  -1.16  -1.58
C  0.99  -2.67  -1.86
C  1.84  -3.43  -2.83
C  3.09  -3.96  -2.23
C  3.53  -3.55  -1.02
C  2.76  -2.70  -0.21
C  1.50  -2.30  -0.64
H  1.26  -4.19  -3.36
H  3.69  -4.60  -2.85
H  4.49  -3.90  -0.65
H  3.11  -2.40  0.76
H  0.88  -1.71  0.03